Molecular formula: C4H7N5O2
Method: DFT, ωB97M-V/def2-TZVPD

SMILES: Nc1nncn1NCC(=O)O
LUMO level (eV): 0.05
Orbital gap (Ha): 0.338
Highest occupied orbital energy (eV): -9.142
ΔE to the lowest compared entry with this formula, charge and spin (kcal/mol): 137.92

```
18
C4H7N5O2, DFT ωB97M-V/def2-TZVPD
C 1.548 0.580 -0.303
C 1.205 -1.363 0.394
C -1.283 -0.378 0.913
C -2.159 -0.069 -0.314
H 1.457 2.468 0.850
H 2.783 2.550 -0.075
H 0.634 -2.124 1.081
H 0.310 -0.453 2.123
H -2.186 -0.404 1.827
H -1.166 -1.513 0.772
H -2.662 1.716 -1.380
N 1.643 2.060 -0.234
N 2.221 -0.323 -1.056
N 1.971 -1.593 -0.713
N 0.984 -0.078 0.747
N -0.177 0.320 1.385
O -2.384 1.325 -0.441
O -2.807 -1.021 -0.840
```

Results of the natural (NBO) charge analysis, in e, for atoms 1 through 2: 0.44, 0.12